# 1
DFT (wB97M-V/def2-TZVPD) results for a cluster of 4 separate species, C28H56Br3IN7O4S in total at a distorted geometry.

Each line ends with the Löwdin charge.
CARTESIAN COORDINATES (ANGSTROEM)
C  1.157  5.949  1.254  -0.17
C  1.930  4.910  0.298  -0.51
S  3.318  4.078  1.200  0.82
C  2.665  2.959  2.514  -0.39
N  2.841  1.500  2.247  -0.05
C  4.128  0.867  1.869  -0.62
Br  5.017  1.173  0.124  0.69
C  4.790  -0.022  2.754  -0.61
C  4.274  -0.390  4.202  -0.10
Br  6.490  -0.876  2.169  0.72
C  1.808  0.673  2.392  -0.13
N  0.430  1.035  2.767  0.07
C  -0.289  -0.145  3.456  -0.75
N  -1.521  -0.255  2.650  0.02
I  -0.693  0.582  5.497  0.98
C  0.874  -1.231  3.292  -0.29
C  0.582  -2.779  3.500  -0.55
Br  -0.913  -3.501  2.414  0.76
C  0.171  -3.007  5.060  -0.26
C  -1.434  -2.958  5.290  -0.22
N  1.804  -0.821  2.177  -0.02
O  1.079  -1.259  1.087  -0.16
C  1.742  -0.983  -0.177  -0.12
C  0.584  -0.433  -1.164  -0.32
C  1.301  0.246  -2.413  -0.06
C  -0.322  -1.692  -1.513  -0.15
C  -1.747  -1.359  -2.150  -0.37
C  -2.796  -2.383  -1.454  -0.10
C  -2.303  0.102  -1.850  -0.09
H  1.770  6.908  1.381  0.09
H  0.882  5.496  2.255  0.06
H  0.222  6.282  0.679  0.09
H  2.397  5.550  -0.528  0.10
H  1.223  4.128  -0.125  0.08
H  1.601  3.269  2.741  0.10
H  3.272  3.184  3.461  0.12
H  3.389  0.250  4.515  0.08
H  5.140  -0.212  4.920  0.10
H  3.916  -1.463  4.175  0.09
H  0.642  1.604  3.617  0.02
H  -1.852  0.700  2.439  0.09
H  -1.310  -0.706  1.745  0.05
H  1.537  -0.994  4.203  0.11
H  1.484  -3.435  3.291  0.11
H  0.469  -4.070  5.345  0.12
H  0.613  -2.221  5.745  0.07
H  -1.931  -2.092  4.757  0.02
H  -1.565  -2.749  6.413  0.08
H  -1.926  -3.957  5.100  0.06
H  2.573  -0.215  -0.123  0.07
H  2.174  -1.964  -0.582  0.14
H  0.055  0.377  -0.557  0.12
H  1.999  1.070  -2.033  0.08
H  0.548  0.760  -3.089  0.08
H  1.947  -0.481  -2.995  0.09
H  0.292  -2.333  -2.242  0.13
H  -0.486  -2.353  -0.598  0.08
H  -1.731  -1.574  -3.265  0.13
H  -3.790  -2.427  -1.993  0.08
H  -2.903  -2.010  -0.372  0.08
H  -2.296  -3.409  -1.357  0.08
H  -1.876  0.913  -2.514  0.06
H  -2.069  0.322  -0.746  0.06
H  -3.449  0.072  -1.898  0.08
C  7.440  -5.569  -1.570  -0.01
C  7.448  -4.306  -0.751  -0.55
O  8.479  -3.827  -0.302  0.03
N  6.255  -3.692  -0.514  0.00
C  4.936  -4.097  -0.953  -0.08
H  8.459  -5.939  -1.672  0.09
H  6.842  -6.336  -1.073  0.09
H  7.043  -5.368  -2.567  0.09
H  6.341  -2.854  0.040  0.07
H  4.510  -3.289  -1.555  0.08
H  4.311  -4.250  -0.070  0.08
H  4.961  -5.010  -1.541  0.08
C  -3.681  0.922  -5.720  0.00
C  -2.602  1.942  -5.478  -0.54
O  -1.576  1.673  -4.864  0.00
N  -2.794  3.196  -5.966  0.00
C  -3.930  3.703  -6.710  -0.07
H  -3.388  -0.028  -5.274  0.08
H  -4.616  1.247  -5.257  0.08
H  -3.822  0.771  -6.793  0.09
H  -2.031  3.826  -5.767  0.14
H  -3.574  4.066  -7.676  0.08
H  -4.361  4.537  -6.153  0.08
H  -4.690  2.943  -6.867  0.08
C  -8.170  1.599  -0.998  -0.01
C  -6.736  1.760  -1.424  -0.55
O  -6.377  1.587  -2.581  0.02
N  -5.825  2.109  -0.474  0.00
C  -6.050  2.355  0.935  -0.08
H  -8.774  1.321  -1.861  0.09
H  -8.254  0.810  -0.248  0.09
H  -8.551  2.542  -0.599  0.09
H  -4.884  2.197  -0.833  0.13
H  -5.733  3.376  1.161  0.08
H  -5.438  1.656  1.509  0.08
H  -7.094  2.232  1.211  0.08

Computed properties:
Total charge: +1
Orbital gap, eV: 6.88

---

# 2
DFT (wB97M-V/def2-TZVPD) results for a cluster of 8 separate species, C28H56Br4O18 in total at a distorted geometry.

Each line ends with the Löwdin charge.
CARTESIAN COORDINATES (ANGSTROEM)
C  -3.612  1.513  3.371  -0.06
C  -2.328  2.162  3.838  -0.21
O  -1.427  1.383  4.610  0.03
C  -0.927  0.261  4.056  -0.57
O  -1.244  -0.182  2.973  0.10
O  -0.016  -0.222  4.898  0.01
C  0.706  -1.365  4.466  -0.04
H  -4.146  0.865  4.065  0.08
H  -3.446  0.963  2.444  0.06
H  -4.359  2.269  3.110  0.09
H  -2.595  2.962  4.531  0.13
H  -1.850  2.625  2.972  0.11
H  1.538  -1.101  3.820  0.09
H  0.008  -2.059  3.986  0.10
H  1.072  -1.937  5.318  0.09
C  0.572  3.961  2.075  -0.07
C  1.374  3.316  3.189  -0.17
O  1.872  2.061  2.671  0.04
C  3.163  2.005  2.435  -0.66
O  3.904  2.918  2.390  0.14
O  3.478  0.756  2.146  0.01
C  4.850  0.493  1.850  -0.02
H  1.202  4.303  1.259  0.03
H  0.007  4.781  2.536  0.09
H  -0.157  3.299  1.602  0.04
H  0.773  3.114  4.072  0.12
H  2.177  4.004  3.453  0.12
H  5.474  1.382  1.753  0.10
H  4.860  -0.014  0.887  0.07
H  5.263  -0.104  2.662  0.10
C  -7.169  -1.625  5.691  -0.06
C  -7.034  -2.169  4.268  -0.21
O  -6.537  -1.122  3.441  0.03
C  -6.155  -1.440  2.209  -0.62
O  -6.058  -2.549  1.768  0.13
O  -5.893  -0.329  1.535  -0.01
C  -5.285  -0.424  0.239  -0.04
H  -8.036  -1.028  5.943  0.07
H  -6.222  -1.105  5.880  0.08
H  -7.106  -2.467  6.386  0.07
H  -8.041  -2.458  3.958  0.13
H  -6.363  -3.020  4.267  0.12
H  -5.599  -1.355  -0.236  0.10
H  -4.197  -0.471  0.358  0.02
H  -5.571  0.467  -0.304  0.09
C  -3.181  -3.453  -7.864  -0.06
C  -1.742  -2.958  -7.869  -0.22
O  -1.331  -2.546  -6.563  0.04
C  -1.495  -1.255  -6.299  -0.64
O  -1.981  -0.429  -7.014  0.14
O  -1.000  -1.054  -5.101  0.00
C  -1.115  0.237  -4.485  -0.01
H  -3.406  -3.863  -6.874  0.08
H  -3.293  -4.301  -8.539  0.07
H  -3.925  -2.668  -7.982  0.08
H  -1.611  -2.169  -8.619  0.12
H  -1.028  -3.700  -8.232  0.12
H  -2.171  0.368  -4.234  0.10
H  -0.877  1.022  -5.208  0.10
H  -0.472  0.221  -3.620  0.07
C  2.029  -4.409  0.138  -0.05
C  2.749  -3.539  1.163  -0.21
O  4.080  -3.925  1.452  0.05
C  5.099  -3.312  0.873  -0.66
O  5.158  -2.937  -0.234  0.17
O  6.088  -3.226  1.750  0.00
C  7.312  -2.642  1.303  -0.03
H  1.860  -5.414  0.519  0.08
H  2.569  -4.482  -0.806  0.06
H  1.097  -3.877  -0.060  0.07
H  2.182  -3.679  2.086  0.12
H  2.609  -2.506  0.857  0.11
H  8.061  -2.821  2.071  0.09
H  7.220  -1.566  1.171  0.09
H  7.626  -3.164  0.399  0.10
C  2.954  2.021  -1.601  -0.05
C  4.054  1.027  -1.971  -0.19
O  3.639  0.173  -3.024  0.06
C  2.907  -0.859  -2.658  -0.63
O  2.493  -1.042  -1.546  0.10
O  2.748  -1.640  -3.697  0.03
C  1.839  -2.737  -3.554  -0.01
H  2.464  2.487  -2.458  0.07
H  3.273  2.760  -0.869  0.08
H  2.114  1.468  -1.152  0.05
H  4.324  0.482  -1.073  0.10
H  4.827  1.616  -2.455  0.13
H  2.228  -3.427  -2.805  0.08
H  1.824  -3.230  -4.525  0.10
H  0.810  -2.435  -3.367  0.09
Br  -0.190  4.532  -1.818  0.59
C  -0.237  6.530  -1.695  -0.62
C  1.133  7.126  -1.849  -0.69
Br  2.376  6.578  -0.449  0.61
H  -0.667  6.733  -0.721  0.05
H  -0.876  6.933  -2.477  0.07
H  1.022  8.211  -1.810  0.06
H  1.640  6.860  -2.768  0.05
Br  -1.606  -1.408  -0.309  0.64
C  -0.150  -0.075  -0.536  -0.63
C  -0.664  1.253  -0.068  -0.65
Br  -2.307  1.844  -1.045  0.56
H  0.201  -0.082  -1.557  0.02
H  0.707  -0.397  0.050  0.06
H  0.043  2.078  -0.186  0.00
H  -0.955  1.349  0.973  0.02

Computed properties:
Total charge: 0
SMILES: CCOC(=O)OC.CCOC(=O)OC.CCOC(=O)OC.CCOC(=O)OC.CCOC(=O)OC.CCOC(=O)OC.BrCCBr.BrCCBr
ΔE to the lowest compared entry with this formula, charge and spin, kcal per mole: 0.0
Orbital gap, eV: 9.85

---

# 3
DFT (wB97M-V/def2-TZVPD) results for a cluster of 8 separate species, C28H56Br4O18 in total at a distorted geometry.

Each line ends with the Löwdin charge.
CARTESIAN COORDINATES (ANGSTROEM)
C  -7.040  6.063  -1.235  -0.05
C  -5.516  5.679  -1.429  -0.19
O  -5.608  4.372  -1.945  0.00
C  -4.601  3.467  -1.816  -0.49
O  -3.458  3.669  -1.372  0.09
O  -5.173  2.290  -2.171  -0.01
C  -4.517  1.238  -2.737  -0.07
H  -7.714  5.673  -1.997  0.07
H  -7.131  7.146  -1.323  0.07
H  -7.515  5.762  -0.301  0.07
H  -4.964  5.798  -0.496  0.12
H  -4.977  6.269  -2.170  0.12
H  -3.997  0.565  -2.056  0.07
H  -3.861  1.621  -3.518  0.09
H  -5.299  0.727  -3.299  0.11
C  -0.760  2.491  -4.026  -0.03
C  0.089  3.250  -2.910  -0.18
O  1.241  2.520  -2.643  0.01
C  2.343  2.702  -3.321  -0.58
O  2.439  3.497  -4.210  0.14
O  3.401  1.938  -2.866  -0.01
C  3.210  0.906  -1.859  -0.06
H  -0.302  2.472  -5.015  0.09
H  -1.773  2.892  -4.054  0.06
H  -0.992  1.506  -3.622  0.02
H  -0.486  3.245  -1.985  0.11
H  0.322  4.258  -3.255  0.13
H  4.120  0.314  -1.758  0.09
H  2.445  0.183  -2.141  0.08
H  2.939  1.351  -0.902  0.05
C  1.060  2.239  4.186  -0.06
C  0.921  1.196  5.242  -0.26
O  1.709  0.114  4.835  0.00
C  2.707  -0.402  5.588  -0.56
O  2.909  -0.169  6.752  0.13
O  3.488  -1.199  4.840  -0.04
C  4.606  -1.848  5.473  -0.02
H  0.560  1.925  3.270  0.04
H  2.120  2.405  3.995  0.10
H  0.442  3.072  4.523  0.08
H  -0.096  0.863  5.448  0.11
H  1.261  1.646  6.175  0.13
H  4.144  -2.595  6.119  0.10
H  5.237  -1.211  6.092  0.10
H  5.178  -2.293  4.659  0.08
C  -4.054  2.375  2.126  -0.05
C  -5.371  1.655  2.237  -0.18
O  -5.364  0.510  1.336  0.02
C  -4.895  -0.682  1.737  -0.67
O  -4.625  -0.975  2.874  0.11
O  -4.648  -1.371  0.698  0.02
C  -4.227  -2.770  0.836  -0.02
H  -3.189  1.725  2.257  0.06
H  -3.924  3.095  2.934  0.08
H  -3.899  2.970  1.225  0.07
H  -6.139  2.282  1.784  0.12
H  -5.683  1.423  3.256  0.12
H  -4.651  -3.173  1.756  0.09
H  -3.140  -2.845  0.803  -0.01
H  -4.543  -3.312  -0.056  0.10
C  4.583  -1.155  -6.407  -0.05
C  3.571  -2.141  -5.686  -0.17
O  2.287  -1.481  -5.835  0.00
C  1.111  -2.064  -5.475  -0.52
O  0.962  -3.265  -5.139  0.07
O  0.149  -1.139  -5.590  -0.01
C  -1.159  -1.283  -4.984  -0.06
H  5.579  -1.561  -6.583  0.06
H  4.795  -0.297  -5.770  0.07
H  4.261  -0.849  -7.402  0.07
H  3.792  -2.258  -4.626  0.12
H  3.636  -3.134  -6.131  0.11
H  -1.509  -0.362  -4.517  0.03
H  -1.229  -2.108  -4.275  0.06
H  -1.810  -1.475  -5.837  0.10
C  6.388  -5.834  0.143  -0.07
C  7.138  -4.509  0.038  -0.18
O  6.143  -3.393  -0.007  0.02
C  5.822  -2.706  1.104  -0.61
O  6.169  -3.078  2.216  0.10
O  5.038  -1.724  0.820  0.03
C  4.382  -1.100  1.871  -0.06
H  5.825  -5.871  1.076  0.08
H  7.131  -6.626  0.237  0.08
H  5.813  -5.894  -0.781  0.08
H  7.824  -4.419  -0.804  0.12
H  7.821  -4.473  0.886  0.11
H  3.496  -0.549  1.556  0.00
H  5.039  -0.363  2.332  0.11
H  4.079  -1.851  2.600  0.09
Br  -1.185  -2.000  6.887  0.65
C  -1.134  -3.058  5.295  -0.77
C  -2.271  -2.678  4.339  -0.58
Br  -1.536  -3.501  2.691  0.72
H  -1.187  -4.063  5.715  0.05
H  -0.170  -2.785  4.867  0.02
H  -2.226  -1.605  4.155  0.04
H  -3.252  -3.076  4.600  0.08
Br  1.051  -0.104  0.912  0.70
C  -0.953  0.006  0.968  -0.64
C  -1.581  0.490  -0.335  -0.62
Br  -1.097  -0.877  -1.623  0.72
H  -1.192  0.756  1.723  0.04
H  -1.362  -0.955  1.279  0.00
H  -1.120  1.401  -0.716  0.05
H  -2.671  0.498  -0.353  0.04

Computed properties:
Total charge: 0
SMILES: CCOC(=O)OC.CCOC(=O)OC.CCOC(=O)OC.CCOC(=O)OC.CCOC(=O)OC.CCOC(=O)OC.BrCCBr.BrCCBr
ΔE to the lowest compared entry with this formula, charge and spin, kcal per mole: 48.6
Orbital gap, eV: 10.56

---

# 4
DFT (wB97M-V/def2-TZVPD) results for a cluster of 5 separate species, C28H56FN5O5P2 in total.

Each line ends with the Löwdin charge.
CARTESIAN COORDINATES (ANGSTROEM)
C  -0.746  -3.274  5.237  -0.19
C  -0.497  -1.896  4.617  -0.41
P  0.515  -2.063  3.081  1.04
C  1.584  -0.563  3.169  -0.41
C  2.768  -0.591  2.192  -0.17
C  -0.731  -1.471  1.834  -0.44
C  -0.152  -1.415  0.416  -0.24
N  -0.088  -0.024  -0.043  -0.02
O  -1.810  -2.417  1.981  -0.06
C  -3.084  -2.115  1.551  -0.57
F  -2.976  -1.343  0.390  0.07
C  -3.867  -1.288  2.560  -0.07
O  -3.137  -0.102  2.794  -0.19
C  -3.572  1.077  2.148  -0.32
P  -2.084  1.797  1.383  0.71
O  -0.889  1.983  2.243  -0.42
O  -3.776  -3.256  1.293  0.01
C  -3.101  -4.211  0.459  -0.10
C  -2.392  -5.286  1.291  -0.41
C  -3.281  -6.487  1.544  -0.04
O  -1.231  -5.735  0.588  -0.03
H  0.187  -3.836  5.256  0.03
H  -1.457  -3.852  4.641  0.05
H  -1.117  -3.196  6.261  0.06
H  0.088  -1.289  5.310  0.05
H  -1.430  -1.367  4.417  0.07
H  1.000  0.356  3.057  0.07
H  1.954  -0.565  4.199  0.06
H  3.631  -0.074  2.614  0.06
H  2.534  -0.107  1.242  0.05
H  3.078  -1.615  1.969  0.05
H  -1.072  -0.469  2.103  0.07
H  0.828  -1.916  0.401  0.09
H  -0.807  -1.969  -0.258  0.10
H  0.466  0.044  -0.889  0.08
H  0.375  0.557  0.650  0.05
H  -3.928  -1.851  3.493  0.15
H  -4.873  -1.103  2.180  0.14
H  -4.048  1.765  2.854  0.10
H  -4.275  0.869  1.331  0.10
H  -2.586  2.980  0.797  0.01
H  -1.886  0.945  0.286  0.00
H  -3.876  -4.653  -0.168  0.14
H  -2.386  -3.711  -0.193  0.12
H  -2.095  -4.830  2.236  0.13
H  -2.850  -7.146  2.296  0.08
H  -4.267  -6.163  1.886  0.09
H  -3.406  -7.048  0.615  0.09
H  -0.465  -5.271  0.938  0.09
C  2.497  -5.078  9.222  -0.11
C  3.463  -5.307  8.069  -0.26
C  4.042  -4.001  7.512  -0.19
C  2.996  -3.119  6.990  -0.21
N  2.155  -2.462  6.568  0.19
H  1.635  -4.491  8.901  0.07
H  2.130  -6.026  9.613  0.07
H  2.982  -4.543  10.041  0.08
H  2.964  -5.844  7.260  0.11
H  4.300  -5.928  8.394  0.11
H  4.745  -4.199  6.702  0.12
H  4.583  -3.459  8.291  0.12
C  -1.117  3.177  -2.178  -0.12
C  -0.059  4.017  -1.478  -0.25
C  0.231  5.311  -2.251  -0.18
C  0.704  5.018  -3.606  -0.22
N  1.080  4.789  -4.667  0.16
H  -0.787  2.894  -3.177  0.04
H  -1.313  2.257  -1.625  0.05
H  -2.060  3.716  -2.284  0.08
H  0.869  3.450  -1.380  0.11
H  -0.373  4.278  -0.466  0.10
H  0.989  5.915  -1.750  0.12
H  -0.673  5.916  -2.336  0.12
C  3.180  6.836  -6.479  -0.12
C  3.530  6.806  -7.959  -0.26
C  5.036  6.925  -8.217  -0.20
C  5.591  8.182  -7.711  -0.24
N  6.027  9.168  -7.316  0.14
H  3.480  7.782  -6.026  0.07
H  2.109  6.709  -6.329  0.05
H  3.678  6.027  -5.940  0.07
H  3.016  7.613  -8.486  0.11
H  3.189  5.870  -8.405  0.11
H  5.256  6.871  -9.284  0.11
H  5.569  6.105  -7.730  0.12
C  -2.300  0.222  -7.744  -0.11
C  -1.170  1.152  -7.326  -0.26
C  -1.058  1.301  -5.805  -0.19
C  -2.271  1.867  -5.212  -0.25
N  -3.215  2.334  -4.757  0.16
H  -3.267  0.607  -7.417  0.07
H  -2.332  0.114  -8.828  0.07
H  -2.171  -0.773  -7.313  0.08
H  -1.311  2.140  -7.767  0.11
H  -0.214  0.774  -7.693  0.11
H  -0.225  1.956  -5.540  0.11
H  -0.877  0.330  -5.337  0.12

Computed properties:
Total charge: 0
SMILES: CCP(CC)[C@@H](CN)O[C@](F)(COC[PH2]=O)OC[C@@H](C)O.CCCC#N.CCCC#N.CCCC#N.CCCC#N
Orbital gap, eV: 8.86